Entry 1:
Entry from the Open Molecules 2025 dataset: one molecule with the formula C20H27N3O5S at a distorted geometry (the ωB97M-V functional and the def2-TZVPD basis).

Geometry (Å):
C1 -4.282 -3.544 -1.830
C2 -4.489 -3.625 -0.321
O1 -4.441 -2.355 0.303
C3 -3.248 -1.746 0.515
C4 -1.996 -2.290 0.242
C5 -0.847 -1.563 0.500
C6 -0.927 -0.290 1.042
C7 -2.175 0.254 1.329
C8 -3.321 -0.464 1.069
H1 -4.295 -0.056 1.288
H2 -2.237 1.241 1.761
N1 0.222 0.526 1.244
S1 0.727 1.217 -0.183
O2 0.725 0.288 -1.279
O3 1.955 1.920 0.077
C9 -0.579 2.368 -0.439
C10 -1.670 2.255 -1.261
O4 -2.429 3.345 -1.111
N2 -1.862 4.177 -0.198
C11 -0.761 3.617 0.222
C12 0.124 4.215 1.244
H3 1.162 4.064 0.958
H4 -0.096 5.273 1.353
H5 -0.037 3.718 2.201
C13 -2.098 1.183 -2.184
H6 -1.259 0.515 -2.360
H7 -2.450 1.612 -3.119
H8 -2.916 0.619 -1.735
C14 1.225 0.116 2.211
H9 0.713 -0.148 3.139
C15 2.066 -1.082 1.746
O5 1.947 -2.190 2.233
N3 2.925 -0.772 0.765
H10 2.932 0.168 0.391
C16 3.732 -1.753 0.067
C17 3.232 -1.949 -1.382
H11 2.345 -1.335 -1.540
H12 2.962 -2.987 -1.573
C18 4.372 -1.482 -2.295
H13 4.989 -2.332 -2.594
H14 4.001 -0.996 -3.194
C19 5.192 -0.541 -1.417
H15 6.200 -0.382 -1.796
H16 4.693 0.427 -1.340
C20 5.175 -1.249 -0.065
H17 5.449 -0.599 0.764
H18 5.860 -2.097 -0.082
H19 3.664 -2.669 0.659
H20 1.872 0.981 2.374
H21 0.115 -1.994 0.277
H22 -1.893 -3.280 -0.172
H23 -3.766 -4.308 0.139
H24 -5.495 -3.992 -0.104
H25 -4.381 -4.534 -2.266
H26 -3.297 -3.150 -2.069
H27 -5.030 -2.889 -2.270

SMILES	CCOc1ccc(N(CC(=O)NC2CCCC2)S(=O)(=O)c2c(C)noc2C)cc1
LUMO level	0.7	eV
ΔE to the lowest compared entry with this formula, charge and spin	424.93	kJ/mol
gap between HOMO and LUMO	9.51	eV
HOMO level	-8.8	eV
strongest force on any atom	1.41	eV/Å
electronic energy	-46720.262	eV


Entry 2:
Entry from the Open Molecules 2025 dataset: C20H27N3O8P2PdSi as an isolated structure (the ωB97M-V functional and the def2-TZVPD basis).

Geometry (Å):
Pd1 0.124 -0.853 -0.813
N1 2.943 2.489 -2.467
C1 2.320 1.199 -2.988
C2 2.628 1.076 -4.480
P1 3.070 -0.155 -1.950
O1 3.840 -1.111 -2.943
O2 3.911 0.537 -0.955
O3 1.938 -1.107 -1.476
P2 0.517 1.458 -2.705
O4 -0.197 0.306 -3.548
O5 0.224 2.853 -3.040
O6 0.223 1.054 -1.234
H1 3.403 2.263 -1.563
H2 2.213 3.212 -2.378
H3 3.654 2.836 -3.111
H4 3.705 1.061 -4.650
H5 2.191 1.909 -5.035
H6 2.230 0.143 -4.875
H7 4.804 -1.056 -2.873
H8 -0.540 0.580 -4.411
O7 -6.158 3.998 -0.531
C3 -4.830 4.030 -0.342
O8 -4.247 5.060 -0.181
C4 -4.095 2.710 -0.301
C5 -4.509 1.590 -1.010
C6 -3.744 0.433 -0.991
C7 -2.576 0.424 -0.240
C8 -2.139 1.537 0.467
C9 -2.909 2.682 0.430
N2 -1.786 -0.771 -0.209
C10 -2.264 -1.906 0.141
C11 -1.381 -3.070 0.092
C12 -1.734 -4.345 0.464
C13 -0.766 -5.351 0.380
C14 0.503 -5.040 -0.066
C15 0.799 -3.729 -0.428
N3 -0.133 -2.790 -0.354
H9 -6.518 3.105 -0.471
H10 -5.404 1.615 -1.619
H11 -4.034 -0.433 -1.574
H12 -1.215 1.497 1.028
H13 -2.603 3.579 0.949
H14 -3.292 -1.984 0.481
H15 -2.736 -4.553 0.811
H16 -1.011 -6.363 0.671
H17 1.275 -5.793 -0.134
H18 1.776 -3.418 -0.776
C16 1.801 -1.796 4.661
Si1 1.473 -0.114 3.936
C17 2.987 0.949 3.803
C18 0.028 0.741 4.739
C19 0.931 -0.434 2.153
C20 0.618 -0.585 0.997
H19 2.123 -1.713 5.700
H20 2.585 -2.314 4.106
H21 0.900 -2.413 4.643
H22 3.373 1.183 4.796
H23 2.756 1.888 3.297
H24 3.770 0.441 3.238
H25 0.249 0.964 5.785
H26 -0.865 0.114 4.718
H27 -0.201 1.683 4.239

LUMO level	-8.3	eV
total charge	+2
ΔE to the lowest compared entry with this formula, charge and spin	0.00	kJ/mol
gap between HOMO and LUMO	6.38	eV
HOMO level	-14.7	eV
strongest force on any atom	0.38	eV/Å
electronic energy	-71952.420	eV


Entry 3:
Entry from the Open Molecules 2025 dataset: a 2-piece molecular cluster, C20H27N9O2 overall at a distorted geometry (the ωB97M-V functional and the def2-TZVPD basis).

Geometry (Å):
O1 1.308 -5.213 1.693
O2 1.960 -2.739 -3.069
N1 -5.809 2.627 1.894
N2 -5.335 4.234 0.233
N3 -3.230 4.621 -0.514
N4 -2.225 2.652 1.277
C1 1.728 -4.686 0.677
C2 1.319 -3.033 -2.068
C3 -6.114 3.583 1.055
C4 -1.384 3.335 0.464
C5 -1.936 4.324 -0.428
C6 2.798 2.335 0.964
C7 1.863 2.029 1.952
C8 2.379 2.960 -0.210
C9 0.519 2.366 1.772
C10 1.028 3.282 -0.397
C11 0.067 3.011 0.601
C12 -4.524 2.379 1.965
C13 -4.042 3.942 0.305
C14 -3.540 2.977 1.192
N5 -7.409 3.837 0.954
N6 -1.264 5.179 -1.259
N7 -4.253 1.407 2.869
N8 0.274 -3.871 -2.124
N9 1.419 -3.405 0.452
C15 2.556 -5.524 -0.280
C16 -0.202 -4.514 -3.348
C17 3.339 -1.194 0.769
C18 4.315 -2.740 -0.896
C19 3.114 -1.832 -0.608
C20 1.713 -2.494 -0.682
H1 3.845 2.081 1.105
H2 2.180 1.536 2.866
H3 3.101 3.179 -0.992
H4 -0.175 2.127 2.573
H5 0.745 3.717 -1.349
H6 -7.961 3.054 1.270
H7 -7.624 4.265 0.065
H8 -0.396 5.544 -0.883
H9 -1.916 5.852 -1.655
H10 -5.072 0.860 3.103
H11 -3.366 0.940 2.712
H12 -0.193 -4.091 -1.257
H13 0.902 -2.998 1.216
H14 2.071 -6.491 -0.396
H15 2.661 -5.065 -1.256
H16 3.541 -5.675 0.155
H17 -0.703 -3.779 -3.981
H18 0.643 -4.931 -3.902
H19 -0.900 -5.317 -3.106
H20 3.439 -1.961 1.537
H21 4.248 -0.593 0.749
H22 2.497 -0.550 1.014
H23 4.193 -3.243 -1.855
H24 5.220 -2.135 -0.945
H25 4.434 -3.476 -0.104
H26 3.131 -1.026 -1.342
H27 1.025 -1.660 -0.546

SMILES	Nc1nc(N)c2nc(-c3ccccc3)c(N)nc2n1.CNC(=O)[C@@H](NC(C)=O)C(C)C
LUMO level	-0.5	eV
gap between HOMO and LUMO	7.64	eV
HOMO level	-8.1	eV
strongest force on any atom	3.08	eV/Å
electronic energy	-38686.547	eV